1.
Formula: C42H85O12P
Source: OMol25
Level of theory: ωB97M-V/def2-TZVPD

Geometry as XYZ:
```
140
Properties=species:S:1:pos:R:3:mulliken_charge:R:1
C -1.898 0.123 4.658 -1.68
C -1.296 0.536 3.334 0.32
C -0.544 1.852 3.309 -0.89
C -1.497 -0.252 2.243 -0.73
C -0.409 -0.837 1.357 0.13
C -1.045 -1.880 0.428 -0.95
C -0.056 -2.729 -0.374 1.77
C 0.864 -1.849 -1.244 -0.94
C -0.847 -3.717 -1.281 -0.87
C -0.769 -5.200 -0.903 -1.50
C -1.844 -5.726 0.060 -0.21
O -3.151 -5.405 -0.441 -0.34
C -3.934 -4.493 0.229 0.35
O -3.894 -3.325 -0.028 -0.53
C -4.925 -5.037 1.241 -0.27
C -6.323 -4.621 0.821 0.26
C -6.946 -5.348 -0.189 -0.41
C -8.228 -5.025 -0.610 -0.80
C -8.885 -3.966 0.001 -0.56
C -8.259 -3.225 0.994 -0.83
C -6.968 -3.534 1.418 0.95
C -6.305 -2.696 2.479 -1.42
P -1.597 -5.261 1.857 0.74
C -2.352 -6.709 2.732 -1.25
C 0.191 -5.467 2.232 -1.35
H -1.143 0.254 5.433 0.42
H -2.741 0.772 4.949 0.31
H -2.293 -0.887 4.621 0.38
H -0.551 2.275 4.312 0.43
H -1.103 2.524 2.661 0.22
H 0.474 1.707 2.944 0.24
H -2.526 -0.522 2.000 0.49
H 0.281 -1.367 2.017 0.35
H 0.109 -0.068 0.778 -0.01
H -1.759 -1.388 -0.236 0.42
H -1.582 -2.557 1.095 -0.08
H 0.596 -3.307 0.285 -0.08
H 0.506 -1.741 -2.268 0.26
H 0.989 -0.850 -0.837 -0.38
H 1.864 -2.285 -1.288 0.33
H -0.387 -3.645 -2.269 0.24
H -1.877 -3.388 -1.406 0.48
H -0.941 -5.766 -1.823 0.54
H 0.223 -5.487 -0.555 0.39
H -1.767 -6.818 0.018 0.70
H -4.670 -4.559 2.185 0.34
H -4.859 -6.118 1.324 0.36
H -6.408 -6.169 -0.650 0.44
H -8.702 -5.590 -1.400 0.40
H -9.893 -3.724 -0.307 0.38
H -8.805 -2.398 1.429 0.34
H -6.952 -1.858 2.732 0.41
H -6.037 -3.266 3.367 0.34
H -5.388 -2.260 2.076 0.17
H -2.960 -7.274 2.024 0.34
H -2.964 -6.383 3.567 0.32
H -1.570 -7.391 3.066 0.39
H 0.410 -4.831 3.087 0.41
H 0.442 -6.495 2.496 0.43
H 0.837 -5.164 1.414 0.34
C 3.036 7.230 3.416 -0.68
O 4.021 6.259 3.718 -0.38
C 3.675 5.422 4.810 -0.55
C 3.161 4.076 4.349 -0.55
O 1.929 4.189 3.655 -0.24
C 2.082 4.118 2.249 -1.09
H 3.282 7.655 2.445 0.24
H 2.037 6.789 3.369 0.27
H 3.042 8.031 4.163 0.33
H 2.931 5.910 5.448 0.33
H 4.582 5.269 5.402 0.38
H 2.981 3.450 5.229 0.35
H 3.911 3.576 3.728 0.35
H 2.286 3.086 1.941 0.38
H 2.888 4.767 1.898 0.56
H 1.147 4.438 1.793 0.32
C 1.918 0.306 -6.943 -0.59
O 3.217 -0.218 -7.150 -0.42
C 4.056 -0.075 -6.013 -0.23
C 4.165 -1.367 -5.234 -0.29
O 2.925 -1.739 -4.651 -0.18
C 2.243 -2.749 -5.371 -0.87
H 1.280 -0.049 -7.751 0.31
H 1.504 -0.024 -5.988 0.14
H 1.944 1.402 -6.966 0.31
H 3.693 0.730 -5.366 0.07
H 5.051 0.203 -6.374 0.37
H 4.875 -1.222 -4.412 0.10
H 4.548 -2.169 -5.872 0.40
H 2.719 -3.724 -5.216 0.30
H 2.210 -2.530 -6.440 0.38
H 1.224 -2.793 -4.988 0.20
C -4.437 2.584 2.220 -0.77
O -3.710 3.778 2.449 -0.21
C -4.042 4.825 1.553 -0.60
C -4.977 5.832 2.186 -0.53
O -6.245 5.268 2.476 -0.37
C -6.410 4.918 3.837 -0.68
H -4.284 1.935 3.082 0.12
H -5.507 2.776 2.103 0.48
H -4.060 2.075 1.327 0.29
H -4.485 4.422 0.637 0.37
H -3.110 5.331 1.284 0.37
H -5.140 6.652 1.480 0.37
H -4.524 6.250 3.091 0.33
H -6.556 5.813 4.452 0.33
H -5.553 4.357 4.216 0.27
H -7.300 4.295 3.910 0.25
C 7.954 -1.338 -2.487 -0.77
O 7.532 -0.074 -2.967 -0.42
C 6.589 0.565 -2.122 -0.03
C 7.229 1.635 -1.267 -0.72
O 8.142 1.087 -0.331 -0.39
C 9.497 1.214 -0.721 -0.70
H 8.828 -1.633 -3.066 0.28
H 8.226 -1.297 -1.430 0.34
H 7.168 -2.087 -2.629 0.29
H 6.076 -0.169 -1.493 0.37
H 5.843 1.035 -2.773 0.15
H 6.446 2.143 -0.696 0.32
H 7.723 2.380 -1.899 0.41
H 9.839 2.247 -0.600 0.33
H 9.649 0.902 -1.757 0.30
H 10.087 0.571 -0.069 0.24
C 1.661 4.549 -3.623 -0.77
O 2.502 3.416 -3.515 -0.35
C 2.499 2.829 -2.223 -0.53
C 1.625 1.597 -2.164 0.27
O 0.253 1.914 -2.344 -0.26
C -0.211 1.633 -3.651 -0.71
H 1.553 4.779 -4.682 0.24
H 0.672 4.358 -3.198 0.33
H 2.110 5.413 -3.119 0.31
H 2.181 3.556 -1.469 0.42
H 3.532 2.538 -2.000 0.18
H 1.723 1.151 -1.170 0.07
H 1.950 0.854 -2.900 -0.01
H -0.330 0.552 -3.788 0.23
H 0.476 2.019 -4.409 0.25
H -1.180 2.112 -3.775 0.29
```

Calculated values
* E_HOMO: -7.11 eV
* frontier orbital gap: 0.282 hartree
* max |F|: 2.1 eV/Å
* net charge: 0



2.
Formula: C42H87BN2O14PS
Source: OMol25
Level of theory: ωB97M-V/def2-TZVPD

Geometry as XYZ:
```
148
Properties=species:S:1:pos:R:3:mulliken_charge:R:1
C 2.281 4.652 0.400 -1.67
C 1.357 3.497 -0.019 0.67
C 0.182 3.280 0.929 1.30
C 0.623 2.822 2.338 -2.18
C 0.116 1.431 2.776 1.51
C 1.156 0.305 2.597 -0.39
C 0.687 -0.959 1.867 2.88
C -0.578 -1.615 2.435 0.84
C -0.966 -1.396 3.906 -1.43
C -2.444 -0.979 4.020 -0.86
C -2.720 0.503 4.345 -0.82
C -3.353 1.230 3.155 1.41
C -4.070 2.549 3.471 -1.44
C -3.148 3.785 3.389 -0.13
S -3.499 4.947 2.048 -0.25
C -3.150 3.998 0.639 0.27
N -3.813 4.042 -0.487 -0.60
N -3.096 3.238 -1.380 -0.52
C -2.104 2.754 -0.704 0.94
O -2.064 3.197 0.573 0.29
O 1.738 -1.899 1.864 -0.46
B 2.584 -1.683 0.656 0.72
C 2.719 -3.189 -0.007 0.45
C 3.845 -3.488 -0.899 -0.33
O 4.747 -4.232 -0.738 -0.58
O 3.729 -2.739 -2.095 -0.18
C 4.836 -2.112 -2.600 0.80
C 4.561 -0.676 -2.935 -0.74
O 5.867 -2.655 -2.788 -0.54
P 4.417 -0.911 1.030 -0.57
C 4.231 0.842 0.500 -0.34
O 4.471 -0.734 2.704 -0.45
O 1.821 -0.688 -0.149 0.13
C 0.507 -0.609 0.365 1.41
C -0.437 -1.530 -0.422 -2.12
O -1.746 -0.946 -0.580 -0.21
C -2.813 -1.655 -0.037 1.15
O -3.932 -1.325 -0.829 -0.34
C -5.178 -1.651 -0.231 -0.56
C -5.997 -0.404 0.032 -0.65
O -5.600 0.146 1.291 -0.38
H 2.676 5.170 -0.475 0.49
H 1.724 5.391 0.985 0.30
H 3.123 4.302 0.998 0.34
H 0.973 3.683 -1.023 0.04
H 1.932 2.568 -0.076 -0.54
H -0.387 4.211 1.007 0.56
H -0.469 2.516 0.496 -1.19
H 1.714 2.820 2.380 1.02
H 0.269 3.558 3.065 0.38
H -0.148 1.499 3.835 0.65
H -0.810 1.188 2.241 -1.27
H 2.028 0.683 2.066 -1.53
H 1.532 -0.015 3.575 0.59
H -1.434 -1.333 1.828 -1.64
H -0.417 -2.682 2.263 -0.02
H -0.845 -2.332 4.458 0.52
H -0.306 -0.673 4.387 0.50
H -2.943 -1.607 4.762 0.47
H -2.934 -1.190 3.066 0.21
H -1.798 1.003 4.655 0.23
H -3.406 0.578 5.198 0.67
H -2.578 1.472 2.422 -0.79
H -4.049 0.556 2.653 0.08
H -4.884 2.676 2.754 0.35
H -4.515 2.508 4.469 0.53
H -2.099 3.487 3.350 -0.26
H -3.269 4.422 4.268 0.49
H -1.337 2.070 -1.041 -0.69
H 2.826 -3.874 0.839 -0.42
H 1.782 -3.439 -0.520 0.25
H 4.957 -0.487 -3.935 0.44
H 3.502 -0.438 -2.913 -0.06
H 5.117 -0.054 -2.231 0.25
H 3.800 0.827 -0.506 -0.34
H 5.212 1.317 0.464 0.50
H 3.556 1.421 1.134 0.13
H 5.391 -0.848 2.952 0.36
H 0.170 0.425 0.231 -0.82
H -0.523 -2.517 0.041 0.38
H 0.009 -1.671 -1.412 0.32
H -2.624 -2.738 -0.077 0.07
H -3.028 -1.343 0.995 -0.56
H -5.031 -2.170 0.724 0.33
H -5.719 -2.331 -0.896 0.48
H -7.064 -0.637 0.033 0.44
H -5.769 0.315 -0.760 0.28
H -6.342 0.627 1.670 0.21
C 6.653 -5.002 -4.712 -0.59
C 6.529 -6.481 -5.024 -0.51
O 7.147 -6.893 -6.240 -0.43
C 8.535 -6.651 -6.331 -0.31
C 9.365 -7.344 -5.262 -1.04
H 6.238 -4.405 -5.526 0.26
H 6.119 -4.764 -3.795 0.15
H 7.691 -4.699 -4.568 0.24
H 5.479 -6.748 -5.148 0.35
H 6.908 -7.077 -4.186 0.31
H 8.742 -5.575 -6.327 0.29
H 8.820 -7.026 -7.315 0.33
H 9.122 -6.987 -4.261 0.28
H 10.425 -7.152 -5.434 0.38
H 9.197 -8.422 -5.287 0.28
C -1.571 3.000 -5.122 -1.27
C -0.882 3.468 -3.850 -0.58
O -1.134 2.658 -2.722 -0.13
C -0.728 1.295 -2.824 0.14
C 0.754 1.094 -3.081 -1.05
H -2.650 2.938 -4.970 0.29
H -1.372 3.703 -5.932 0.40
H -1.218 2.018 -5.439 0.26
H -1.253 4.456 -3.575 0.42
H 0.197 3.570 -4.021 0.34
H -1.323 0.779 -3.586 0.48
H -0.998 0.852 -1.868 -0.37
H 1.068 1.509 -4.042 0.66
H 0.980 0.027 -3.080 0.38
H 1.350 1.558 -2.297 0.07
C -6.478 6.706 0.204 -0.84
C -7.709 7.590 0.133 -0.60
O -7.555 8.863 0.742 -0.43
C -6.527 9.679 0.213 -0.30
C -6.687 10.012 -1.261 -1.03
H -6.168 6.557 1.239 0.28
H -6.683 5.731 -0.237 0.44
H -5.631 7.130 -0.338 0.25
H -8.533 7.125 0.674 0.36
H -8.038 7.701 -0.907 0.33
H -5.544 9.228 0.394 0.27
H -6.569 10.594 0.804 0.34
H -6.636 9.123 -1.890 0.27
H -5.889 10.686 -1.575 0.39
H -7.646 10.501 -1.441 0.28
C 1.131 -6.543 1.130 -1.13
C 1.320 -5.697 2.377 0.74
O 0.530 -6.111 3.487 -0.41
C 0.762 -7.423 3.952 -0.34
C 2.185 -7.678 4.422 -1.01
H 0.083 -6.546 0.826 0.32
H 1.732 -6.131 0.319 0.34
H 1.441 -7.579 1.280 0.37
H 1.013 -4.671 2.175 -0.59
H 2.378 -5.653 2.655 0.29
H 0.477 -8.162 3.193 0.30
H 0.073 -7.548 4.789 0.36
H 2.908 -7.576 3.612 0.26
H 2.269 -8.692 4.817 0.40
H 2.460 -6.974 5.208 0.28
```

Calculated values
* E_HOMO: -4.32 eV
* frontier orbital gap: 0.232 hartree
* max |F|: 3.7 eV/Å
* net charge: -1



3.
Formula: C42H90F6N12O22P4
Source: OMol25
Level of theory: ωB97M-V/def2-TZVPD

Geometry as XYZ:
```
176
Properties=species:S:1:pos:R:3:mulliken_charge:R:1
C 19.676 5.273 8.506 -0.05
C 20.502 4.110 8.558 -0.27
O 21.781 4.591 8.940 -0.32
C 21.829 5.883 8.772 0.53
O 22.854 6.537 8.997 -0.61
O 20.620 6.335 8.327 0.09
F 20.490 3.554 7.287 -0.06
H 19.133 5.379 9.445 0.46
H 19.125 5.197 7.568 -0.11
H 20.244 3.327 9.271 0.38
C 23.672 1.052 6.230 -0.22
C 23.194 -0.265 5.824 0.45
O 21.954 -0.362 6.514 -0.36
C 21.656 0.698 7.177 0.74
O 20.660 0.898 7.797 -0.56
O 22.616 1.541 7.115 -0.29
F 24.006 -1.211 6.141 -0.34
H 23.749 1.720 5.372 -0.04
H 24.606 1.089 6.791 0.31
H 23.218 -0.075 4.751 0.28
C 22.891 10.222 8.175 -0.56
C 23.909 10.448 6.982 0.21
O 23.008 10.425 5.859 -0.37
C 21.869 9.787 6.200 0.57
O 21.040 9.531 5.420 -0.43
O 21.876 9.458 7.504 -0.13
F 24.587 9.269 6.918 -0.26
H 22.517 11.118 8.671 0.29
H 23.362 9.569 8.910 0.29
H 24.560 11.311 7.126 0.36
C 15.836 1.532 0.941 0.00
C 15.639 2.987 1.196 1.43
O 14.475 2.839 2.007 -0.37
C 13.822 1.680 1.841 0.63
O 12.658 1.450 2.232 -0.63
O 14.596 0.920 1.186 -0.34
F 15.314 3.605 -0.002 -0.34
H 16.652 1.224 1.595 -0.04
H 16.159 1.330 -0.080 0.14
H 16.413 3.487 1.777 -0.45
C 18.290 -1.948 1.498 -0.26
C 18.484 -3.078 2.526 0.30
O 18.129 -2.313 3.709 -0.37
C 17.735 -1.082 3.510 0.56
O 17.360 -0.189 4.268 -0.55
O 17.676 -0.897 2.161 -0.07
F 19.735 -3.400 2.493 -0.27
H 17.672 -2.412 0.729 0.30
H 19.214 -1.648 1.005 0.06
H 17.929 -3.999 2.350 0.30
C 20.786 2.105 -1.174 -0.39
C 19.700 1.431 -0.345 1.04
O 20.373 0.116 -0.379 -0.37
C 21.756 0.345 -0.050 0.62
O 22.638 -0.479 0.278 -0.59
O 22.062 1.534 -0.677 -0.17
F 18.520 1.291 -0.850 -0.31
H 20.856 3.161 -0.913 0.13
H 20.551 1.894 -2.217 0.33
H 19.637 1.757 0.693 -0.31
O 23.923 6.916 -4.463 -0.79
P 24.580 5.573 -4.250 0.31
N 23.818 4.718 -3.022 0.41
C 24.015 3.275 -2.905 -0.96
C 22.905 5.391 -2.101 -0.54
N 26.256 5.607 -3.736 0.07
C 27.076 6.351 -4.741 -0.99
C 26.989 4.475 -3.062 -0.74
N 24.481 4.541 -5.641 0.32
C 23.170 4.259 -6.138 -1.15
C 25.448 3.476 -6.024 -1.05
H 22.997 2.923 -3.070 0.15
H 24.517 2.994 -1.979 0.27
H 24.870 2.999 -3.523 0.42
H 23.493 5.947 -1.371 0.34
H 22.397 4.776 -1.359 -0.21
H 22.186 5.973 -2.677 0.37
H 26.706 7.353 -4.955 0.31
H 28.050 6.534 -4.288 0.39
H 27.209 5.860 -5.705 0.29
H 26.387 3.914 -2.347 0.18
H 27.328 3.733 -3.784 0.26
H 27.822 4.947 -2.541 0.39
H 22.535 3.398 -5.930 0.35
H 22.510 5.114 -5.989 0.34
H 23.139 4.157 -7.223 0.37
H 25.559 3.537 -7.107 0.41
H 25.144 2.464 -5.757 0.30
H 26.488 3.608 -5.725 0.21
O 15.971 8.668 2.893 -0.79
P 15.926 9.642 1.766 -0.12
N 17.565 10.106 1.246 0.41
C 17.734 11.141 0.312 -1.10
C 18.650 9.165 1.265 -1.02
N 14.959 11.083 2.194 0.52
C 14.590 12.128 1.264 -1.00
C 14.568 11.228 3.564 -0.64
N 15.093 8.959 0.473 0.41
C 14.148 7.827 0.671 -1.15
C 15.091 9.514 -0.757 -1.25
H 18.241 10.671 -0.531 0.42
H 18.452 11.861 0.703 0.26
H 16.808 11.615 -0.015 0.38
H 19.670 9.366 0.939 0.41
H 18.412 8.179 0.866 0.40
H 18.770 8.982 2.333 0.15
H 13.503 12.210 1.260 0.30
H 15.034 13.090 1.522 0.27
H 14.891 11.783 0.275 0.37
H 15.026 10.373 4.062 -0.01
H 14.953 12.200 3.874 0.32
H 13.483 11.164 3.645 0.23
H 14.687 6.974 1.084 0.23
H 13.507 8.162 1.487 0.38
H 13.513 7.707 -0.206 0.43
H 14.125 9.981 -0.951 0.50
H 14.950 8.754 -1.525 0.45
H 15.893 10.122 -1.177 0.31
O 15.250 11.328 8.283 -0.84
P 16.401 10.283 8.273 0.10
N 17.757 10.900 7.548 0.17
C 19.140 10.950 8.067 -0.62
C 17.565 11.441 6.158 -0.91
N 16.012 8.929 7.279 0.74
C 17.034 7.809 7.008 -0.74
C 14.597 8.541 7.145 -1.25
N 17.006 9.763 9.871 0.23
C 16.756 10.695 10.984 -1.02
C 17.466 8.431 10.192 -0.70
H 19.092 11.321 9.091 0.28
H 19.752 11.393 7.282 0.34
H 19.342 9.918 8.356 0.15
H 18.469 11.811 5.675 0.37
H 16.803 12.204 6.001 0.29
H 17.190 10.587 5.594 0.20
H 16.559 7.056 6.379 0.26
H 17.871 8.168 6.410 0.38
H 17.614 7.340 7.803 -0.12
H 14.053 9.417 6.791 0.38
H 14.346 7.613 6.631 0.35
H 14.187 8.447 8.150 0.33
H 17.035 11.724 10.761 0.29
H 15.758 10.684 11.423 0.27
H 17.441 10.295 11.732 0.39
H 17.895 8.318 11.188 0.39
H 18.351 8.228 9.588 0.03
H 16.754 7.685 9.840 0.29
O 18.947 3.802 1.690 -1.05
P 19.566 4.156 3.021 0.16
N 21.299 4.543 2.955 0.73
C 21.882 4.637 1.599 -0.81
C 22.262 4.521 4.084 -0.85
N 19.653 2.871 4.292 1.44
C 18.609 2.783 5.257 -0.58
C 20.342 1.669 3.907 -0.01
N 19.071 5.630 3.811 0.98
C 17.710 6.080 3.424 -0.83
C 19.674 6.232 5.020 1.00
H 21.126 4.418 0.845 -0.15
H 22.828 4.103 1.506 0.32
H 22.031 5.707 1.457 0.36
H 23.073 3.825 3.871 0.36
H 21.705 4.198 4.964 -0.02
H 22.679 5.504 4.301 0.29
H 18.204 3.795 5.243 0.14
H 17.850 2.093 4.887 0.01
H 19.120 2.454 6.161 -0.02
H 21.136 1.781 3.169 0.19
H 20.849 1.238 4.770 -0.41
H 19.570 1.031 3.477 -0.40
H 16.969 5.841 4.187 0.16
H 17.664 7.141 3.179 0.23
H 17.415 5.463 2.576 0.03
H 20.330 7.067 4.775 0.39
H 20.312 5.493 5.504 -1.00
H 18.916 6.384 5.788 -0.76
```

Calculated values
* E_HOMO: -8.01 eV
* frontier orbital gap: 0.301 hartree
* max |F|: 5.5 eV/Å
* net charge: 0